Record 1
Here is an isolated ion of composition CH2NO4S and charge -1 in a non-equilibrium geometry from the Open Molecules 2025 dataset. Energies are from the ωB97M-V functional and the def2-TZVPD basis.

Each line ends with the Mulliken charge.
Cartesian coordinates (Å):
C (-1.11032, -0.01997, -0.13346)  -0.191
N (1.17435, 1.03832, 0.10997)  0.266
O (1.90648, 2.00978, 0.36303)  -0.515
O (-1.62088, -1.29915, -0.44622)  -0.471
O (1.66330, 0.09223, -0.62593)  -0.487
O (0.40673, -1.60206, 1.08741)  -0.549
S (0.11946, -1.26008, -0.24802)  0.486
H (-1.31133, 0.19699, 0.85695)  0.274
H (-1.22780, 0.84393, -0.96373)  0.186

Results
**Multiplicity**: 3
**Net charge**: -1
**Frontier orbital gap (alpha / beta)**: 6.2 / 7.7 eV
**E_LUMO (alpha / beta)**: 3.95 / 3.29 eV
**Molecular weight**: 124.1 g/mol
**Energy relative to the best compared isomer or geometry (same formula, charge and spin)**: 298.3 kJ/mol
**Strongest force on any atom**: 4.2 eV/A
**E_HOMO (alpha / beta)**: -0.08113 / -0.16368 hartree


Record 2
Here is CH2NOS3 as an isolated structure in a non-equilibrium geometry from the Open Molecules 2025 dataset. Energies are from the ωB97M-V functional and the def2-TZVPD basis.

Each line ends with the Mulliken charge.
Cartesian coordinates (Å):
C (0.50314, -0.38241, -1.55512)  0.447
N (-0.74515, 0.46796, 1.64881)  -0.426
O (0.62517, -0.96589, -2.58695)  -0.513
S (-0.95883, 0.54102, -1.17565)  -0.546
S (1.89406, -0.43201, -0.52675)  -0.343
S (0.83061, 0.40942, 2.06117)  -0.083
H (-1.41017, -0.45345, 1.59653)  0.281
H (-0.73884, 0.81537, 0.53796)  0.182

Results
**Net charge**: -1
**Frontier orbital gap (alpha / beta)**: 6.6 / 6.7 eV
**E_LUMO (alpha / beta)**: 2.32 / 2.59 eV
**Molecular weight**: 140.2 g/mol
**Energy relative to the best compared isomer or geometry (same formula, charge and spin)**: 213.0 kJ/mol
**Strongest force on any atom**: 3.5 eV/A
**E_HOMO (alpha / beta)**: -0.15585 / -0.15246 hartree


Record 3
Here is CH2NOS3 as an isolated structure in a non-equilibrium geometry from the Open Molecules 2025 dataset. Energies are from the ωB97M-V functional and the def2-TZVPD basis.

Each line ends with the Mulliken charge.
Cartesian coordinates (Å):
C (1.52797, -0.59689, -0.54029)  0.316
N (-1.75064, 0.31107, 0.40275)  -0.391
O (2.11679, -0.92345, -1.48886)  -0.484
S (0.49669, -1.61371, 0.43977)  -0.521
S (1.59046, 1.13426, 0.07378)  -0.324
S (-1.07631, 1.45981, -0.56747)  -0.073
H (-1.91535, 0.77660, 1.30258)  0.253
H (-0.98961, -0.54768, 0.37773)  0.224

Results
**Net charge**: -1
**Frontier orbital gap (alpha / beta)**: 6.3 / 6.3 eV
**E_LUMO (alpha / beta)**: 2.45 / 2.45 eV
**Molecular weight**: 140.2 g/mol
**Energy relative to the best compared isomer or geometry (same formula, charge and spin)**: 171.2 kJ/mol
**Strongest force on any atom**: 3.8 eV/A
**E_HOMO (alpha / beta)**: -0.13977 / -0.13978 hartree